No. 1
The following is a DFT calculation (ωB97M-V/def2-TZVPD) of a 3-piece molecular cluster, C16H19BO10 overall.

HOMO level, Ha: -0.35912
Electronic energy, eV: -38051.6737
Maximum force, Eh/bohr: 0.0239

CARTESIAN COORDINATES (ANGSTROEM)
O -3.1518 8.2336 5.2193
C -2.6165 7.3130 4.6325
C -1.2560 6.8681 4.8960
C -0.7402 5.8543 4.1905
O 0.4917 5.3968 4.3786
C -1.5249 5.1516 3.1202
O -0.9796 4.2493 2.5116
C -2.8915 5.5812 2.8707
C -3.4091 6.5934 3.5783
O -4.6472 7.0363 3.4048
H -0.6994 7.3820 5.6666
H 0.6110 4.6678 3.7377
H -3.4522 5.0584 2.1089
H -4.7634 7.7722 4.0387
O 3.4070 -2.2880 -7.3113
C 3.1403 -3.0098 -6.3696
C 4.0676 -3.3016 -5.2865
C 3.6950 -4.1210 -4.2958
O 4.4875 -4.4292 -3.2764
C 2.3372 -4.7615 -4.2628
O 2.0813 -5.5069 -3.3361
C 1.4022 -4.4530 -5.3337
C 1.7733 -3.6310 -6.3231
O 0.9727 -3.3055 -7.3300
H 5.0428 -2.8375 -5.3208
H 3.9736 -5.0383 -2.7092
H 0.4222 -4.9064 -5.2920
H 1.4888 -2.7031 -7.9024
C -1.8601 1.1625 1.3521
C -1.1414 0.1168 2.1884
O -1.6688 -1.1759 1.8781
B -0.7723 -2.2002 1.9525
O -0.0036 -2.5454 0.8909
C 0.2464 -3.9673 0.7972
C 0.8076 -4.2688 -0.5597
H -2.8608 0.7826 1.1931
H -1.8527 2.0952 1.8974
H -1.3798 1.2626 0.3884
H -1.2446 0.3417 3.2451
H -0.0758 0.1776 1.9660
H -0.6304 -2.8367 2.9619
H -0.6550 -4.5312 0.9990
H 1.0025 -4.2111 1.5393
H 1.2212 -5.2682 -0.5613
H 1.5725 -3.5502 -0.8168
H 0.0327 -4.2490 -1.3163

***

No. 2
The following is a DFT calculation (ωB97M-V/def2-TZVPD) of one molecule with the formula C16H19ClFN3O2.

HOMO level, Ha: -0.31378
Electronic energy, eV: -40706.0857
Maximum force, Eh/bohr: 0.0119
Energy above the lowest of the compared OMol25 structures with the same formula, charge and spin, eV: 0.2620

CARTESIAN COORDINATES (ANGSTROEM)
C 4.6437 1.1447 -0.5820
C 5.0145 0.4178 0.4547
C 4.2661 -0.7334 1.0569
N 2.9835 -1.0214 0.4597
C 1.8477 -1.0174 1.1820
O 1.8282 -0.7781 2.3763
C 0.5949 -1.3866 0.3961
C -0.1441 -0.1728 -0.2248
C 0.8982 0.8277 -0.7126
O 1.6406 0.5582 -1.6439
N 1.0007 1.9866 -0.0451
C 0.1727 2.4260 1.0572
C -0.5293 1.2179 1.6865
N -1.1330 0.3633 0.6898
C -2.2831 0.9455 0.0154
C -3.1098 -0.1433 -0.6158
C -3.3475 -0.1836 -1.9848
F -2.8405 0.7983 -2.7604
C -4.0839 -1.1829 -2.5936
C -4.6077 -2.1937 -1.8081
C -4.3993 -2.1921 -0.4405
C -3.6592 -1.1753 0.1434
Cl -3.4246 -1.1862 1.8478
H 5.2609 1.9494 -0.9450
H 3.7239 0.9758 -1.1159
H 5.9523 0.6181 0.9582
H 4.9011 -1.6293 0.9984
H 4.0738 -0.5321 2.1168
H 2.9394 -1.0957 -0.5454
H 0.8696 -2.0755 -0.4023
H -0.1007 -1.8785 1.0768
H -0.6725 -0.5423 -1.1104
H 1.7114 2.6244 -0.3787
H -0.5659 3.1541 0.6937
H 0.8038 2.9221 1.7992
H 0.1934 0.6181 2.2422
H -1.2995 1.5563 2.3819
H -2.0063 1.6826 -0.7535
H -2.8895 1.4484 0.7748
H -4.2325 -1.1570 -3.6610
H -5.1827 -2.9846 -2.2632
H -4.8087 -2.9734 0.1793

***

No. 3
The following is a DFT calculation (ωB97M-V/def2-TZVPD) of one molecule with the formula C16H19ClN4O4S.

HOMO level, Ha: -0.32507
Electronic energy, eV: -54406.9972
Maximum force, Eh/bohr: 0.0265
Energy above the lowest of the compared OMol25 structures with the same formula, charge and spin, eV: 1.9136

CARTESIAN COORDINATES (ANGSTROEM)
C 1.8249 4.1130 2.1324
C 0.8153 3.1152 1.7066
C 0.7177 1.7676 1.8998
C -0.5209 1.4359 1.2915
N -1.1819 0.2281 1.2806
C -0.6410 -0.9716 1.6425
O 0.5399 -1.1236 1.8620
C -1.6735 -2.0881 1.8519
N -2.1882 -2.8025 0.7038
C -3.0764 -2.0793 -0.1903
C -2.3811 -1.6177 -1.4864
N -0.9639 -1.4116 -1.2412
S -0.2008 -0.5961 -2.5140
O 0.4438 -1.5424 -3.3820
O -1.1566 0.3063 -3.0835
C 1.0706 0.3719 -1.7078
C 2.2313 -0.2324 -1.2639
C 3.2388 0.5424 -0.7165
C 3.0757 1.9189 -0.6566
Cl 4.3483 2.8880 -0.0185
C 1.9190 2.5295 -1.1209
C 0.9056 1.7427 -1.6393
C -0.2687 -2.6374 -0.8710
C -1.2023 -3.5444 -0.0468
N -1.0922 2.5027 0.7815
O -0.2641 3.5469 1.0331
H 1.4954 4.6077 3.0459
H 2.7747 3.6237 2.3224
H 1.9484 4.8730 1.3650
H 1.3968 1.1023 2.3847
H -2.1242 0.2709 0.9215
H -2.5274 -1.6717 2.3951
H -1.1890 -2.8315 2.4930
H -3.5165 -1.2353 0.3422
H -3.8954 -2.7576 -0.4610
H -2.5248 -2.3651 -2.2790
H -2.7834 -0.6694 -1.8408
H 2.3539 -1.2975 -1.3709
H 4.1479 0.0883 -0.3555
H 1.8174 3.6025 -1.0863
H -0.0096 2.1757 -2.0101
H 0.0776 -3.1618 -1.7707
H 0.5999 -2.3492 -0.2761
H -0.6103 -4.1475 0.6431
H -1.7509 -4.2194 -0.7093

***

No. 4
The following is a DFT calculation (ωB97M-V/def2-TZVPD) of one molecule with the formula C16H19N3O2.

HOMO level, Ha: -0.32085
Electronic energy, eV: -25466.5194
Maximum force, Eh/bohr: 0.0148
Energy above the lowest of the compared OMol25 structures with the same formula, charge and spin, eV: 0.0811

CARTESIAN COORDINATES (ANGSTROEM)
C -1.4961 -1.6080 -1.5982
C -1.9128 -1.7109 -0.1547
O -3.0342 -2.0108 0.1938
C -0.7456 -1.8148 0.8272
N 0.3228 -0.8652 0.6137
C 0.1420 0.4629 0.8679
C -1.2214 0.8922 1.3271
N -2.1957 0.6340 0.2854
C -3.5913 0.7053 0.7267
C -4.3147 1.6439 -0.2411
C -3.4279 1.5931 -1.4807
C -2.0393 1.5251 -0.8612
N 1.0434 1.3646 0.7194
C 2.2832 0.9890 0.2757
C 3.2789 1.9596 0.1179
C 4.5260 1.5952 -0.3335
C 4.8134 0.2644 -0.6390
C 3.8463 -0.7025 -0.4906
C 2.5741 -0.3513 -0.0322
C 1.5423 -1.3639 0.1348
O 1.6744 -2.5488 -0.1016
H -2.3340 -1.3032 -2.2172
H -1.1824 -2.6045 -1.9114
H -0.6547 -0.9375 -1.7403
H -1.1237 -1.7553 1.8505
H -0.2969 -2.8064 0.6781
H -1.5030 0.3324 2.2227
H -1.1596 1.9618 1.5850
H -4.0049 -0.3099 0.6718
H -3.6682 1.0517 1.7602
H -4.3387 2.6593 0.1587
H -5.3356 1.3243 -0.4369
H -3.5498 2.4556 -2.1326
H -3.6330 0.6861 -2.0479
H -1.2796 1.1470 -1.5465
H -1.7228 2.5266 -0.5307
H 3.0399 2.9832 0.3586
H 5.2935 2.3458 -0.4535
H 5.7978 -0.0037 -0.9917
H 4.0398 -1.7399 -0.7182

***

No. 5
The following is a DFT calculation (ωB97M-V/def2-TZVPD) of one molecule with the formula C16H19N3O4S2.

HOMO level, Ha: -0.31569
Electronic energy, eV: -51230.9501
Maximum force, Eh/bohr: 0.0251
Energy above the lowest of the compared OMol25 structures with the same formula, charge and spin, eV: 2.6901

CARTESIAN COORDINATES (ANGSTROEM)
C -6.7641 -0.8015 1.3958
C -5.3400 -0.6328 0.9980
C -4.3189 -0.2450 1.8051
S -2.8238 -0.1732 0.9379
C -3.7198 -0.6753 -0.4910
N -3.1375 -0.9318 -1.7046
C -1.8846 -0.6276 -2.1827
O -1.4687 -1.1676 -3.1817
C -1.1247 0.4156 -1.4406
C -1.6667 1.6821 -1.2374
C -0.9221 2.6618 -0.6097
C 0.3720 2.4080 -0.1617
C 1.1792 3.4518 0.5300
C 0.9009 1.1408 -0.3875
S 2.5749 0.7953 0.1751
O 2.5800 0.8873 1.6104
O 3.4790 1.6375 -0.5561
N 2.7914 -0.7975 -0.3034
C 3.8890 -1.0509 -1.2178
C 5.1988 -1.2151 -0.4435
O 5.0866 -2.2247 0.5361
C 4.0610 -1.9310 1.4595
C 2.7090 -1.7862 0.7555
C 0.1784 0.1586 -1.0292
N -4.9744 -0.8765 -0.2914
H -6.8945 -0.5706 2.4488
H -7.0796 -1.8259 1.2075
H -7.3936 -0.1441 0.7993
H -4.3469 0.0096 2.8443
H -3.6980 -1.5212 -2.3128
H -2.6684 1.8993 -1.5792
H -1.3493 3.6422 -0.4605
H 1.4774 3.0929 1.5138
H 0.6204 4.3783 0.6323
H 2.0955 3.6371 -0.0283
H 3.9542 -0.2041 -1.8988
H 3.6587 -1.9639 -1.7757
H 6.0099 -1.5225 -1.1054
H 5.4490 -0.2537 0.0295
H 4.0449 -2.7594 2.1696
H 4.2813 -0.9923 1.9879
H 1.9493 -1.4569 1.4630
H 2.4123 -2.7388 0.3045
H 0.6223 -0.8077 -1.2049